--- P ---
The following is a DFT calculation (wB97M-V/def2-TZVPD) of a gas-phase ion, C5H11N2O2 (charge +1).

Summary:
E_HOMO   -10.8 eV
Gap between HOMO and LUMO   7.2069 eV
Charge   +1

XYZ file:
```
20
Properties=species:S:1:pos:R:3:nbo_charge:R:1
O 1.3226 -0.7784 -0.0613 -0.49
O -2.4339 0.3073 0.7389 -0.48
N -0.5636 1.5789 0.3080 -0.45
N 1.6202 1.3325 -0.7736 -0.46
C 1.9911 0.0923 -0.7730 0.37
C -3.3465 -0.6936 0.3993 -0.26
C -1.2718 0.5097 0.0411 0.38
C 2.1636 -1.8729 0.4713 -0.26
C 0.5504 2.0731 -0.1884 -0.11
H 1.9877 -2.8321 -0.0019 0.21
H -1.2153 0.0778 -0.9470 0.20
H 2.8271 -0.3000 -1.5265 0.21
H 2.2356 1.9773 -1.2581 0.44
H -2.9174 -1.6276 -0.0260 0.19
H 1.9986 -1.9871 1.5259 0.22
H -3.9962 -0.2974 -0.3847 0.19
H 0.7318 3.1808 -0.1801 0.23
H -0.9450 2.0632 1.1116 0.44
H -3.9320 -1.0950 1.1899 0.22
H 3.1930 -1.7089 0.3349 0.20
```

---

--- Q ---
The following is a DFT calculation (wB97M-V/def2-TZVPD) of a gas-phase ion, C5H11N2O2 (charge +1).

Summary:
E_HOMO (spin up / spin down)   -13.7 / -13.2 eV
Gap between HOMO and LUMO (spin up / spin down)   9.2921 / 7.1752 eV
Structure (SMILES)   CC(=[N+]=O)[N@@H+](C)CC[O-]
Charge   +1

XYZ file:
```
20
Properties=species:S:1:pos:R:3:nbo_charge:R:1
O -2.6741 -0.5247 1.0643 -0.18
O 0.3599 -1.9018 -0.6038 -0.30
N -1.7145 -0.0916 0.4895 0.08
N 0.5370 0.4691 0.0914 -0.38
C 0.4128 1.8988 0.3977 -0.40
C 0.9630 -0.4060 1.2007 -0.24
C -1.2725 0.1949 -1.8915 -0.66
C -0.8536 0.0408 -0.4418 0.31
C 1.0370 -1.8557 0.5933 -0.18
H -0.7984 1.0062 -2.2496 0.22
H 0.5475 -2.7150 1.1195 0.26
H -0.2536 2.3135 -0.1986 0.22
H 1.4553 2.3192 0.3264 0.24
H 0.0802 2.0442 1.5474 0.25
H -0.8394 -0.5773 -2.5795 0.26
H 1.8597 0.0149 1.5308 0.23
H 0.2792 -0.2471 1.9326 0.23
H 1.2501 0.1385 -0.7169 0.47
H -2.4278 0.1236 -1.8117 0.28
H 2.0522 -2.2446 0.1997 0.28
```

---

Relative energies, eV: P 0.000; Q 3.894.